No. 1
Molecular formula: C21H35N2O7
Method: DFT, ωB97M-V with the def2-TZVPD basis set

```
65
Properties=species:S:1:pos:R:3:forces:R:3
C -4.503 -2.676 -1.093 0.2 0.0 0.6
C -4.205 -1.746 -2.252 -0.4 0.1 0.0
C -4.272 -2.541 -3.541 0.4 -0.1 -0.6
C -5.200 -0.595 -2.320 0.1 0.4 0.1
O -2.884 -1.081 -2.052 0.6 -0.9 -0.1
C -1.801 -1.870 -1.984 -0.8 -0.9 0.4
N -0.603 -1.039 -1.603 2.2 -0.9 -1.6
N 0.383 -1.614 -2.157 -3.4 -0.4 0.0
C 1.686 -1.107 -2.132 2.4 1.6 1.3
O 2.171 -0.299 -1.348 -0.9 -2.0 -1.5
O 2.375 -1.761 -3.105 0.0 0.7 0.4
C 3.816 -1.422 -3.299 0.0 -0.1 0.0
C 4.577 -1.723 -2.021 0.1 -0.1 0.3
C 3.963 0.017 -3.767 -0.1 0.4 0.0
C 4.327 -2.358 -4.382 0.0 -0.4 -0.4
O -1.771 -3.074 -2.140 0.3 1.6 0.3
H -4.402 -2.151 -0.134 0.0 -0.1 -0.2
H -5.531 -3.049 -1.170 0.2 0.1 -0.1
H -3.818 -3.529 -1.130 -0.2 0.1 0.2
H -4.052 -1.904 -4.408 0.0 -0.1 0.2
H -3.563 -3.373 -3.505 -0.2 0.1 -0.2
H -5.283 -2.950 -3.673 0.2 0.2 0.1
H -5.014 0.016 -3.210 0.0 -0.1 0.1
H -6.232 -0.971 -2.368 0.3 0.0 0.0
H -5.111 0.056 -1.445 0.0 -0.1 -0.1
H 4.531 -2.806 -1.841 0.0 0.3 0.2
H 5.635 -1.449 -2.134 -0.3 0.0 0.0
H 4.149 -1.174 -1.179 0.3 -0.2 -0.1
H 3.423 0.163 -4.714 0.0 0.0 0.3
H 3.604 0.725 -3.011 0.0 -0.2 -0.2
H 5.023 0.241 -3.967 -0.3 -0.2 0.1
H 3.768 -2.265 -5.320 0.0 0.0 0.2
H 5.379 -2.129 -4.610 -0.3 0.1 0.2
H 4.296 -3.403 -4.055 -0.1 0.2 0.0
C 3.054 2.872 -0.289 0.0 0.3 0.1
C 1.634 2.355 -0.380 -0.2 -0.5 -0.3
O 1.092 2.215 0.929 0.9 0.5 -1.1
C -0.270 2.048 0.995 -1.2 -0.5 2.1
C -0.620 1.993 2.425 -1.1 0.2 -0.8
C -1.948 1.627 2.847 2.1 0.7 0.0
O -2.764 1.093 2.108 -1.4 -0.6 -0.2
C -2.314 1.910 4.334 -0.4 0.0 -0.6
C -1.921 0.811 5.316 0.1 0.2 0.2
C -0.467 0.793 5.805 -0.1 -0.4 -0.1
C 0.593 0.426 4.747 0.2 0.1 0.3
C 1.293 1.635 4.127 -0.2 0.3 -0.3
C 0.356 2.614 3.373 0.4 -0.1 0.2
O -0.979 1.982 0.005 0.6 0.1 -0.1
H 3.519 2.849 -1.282 0.0 0.0 0.1
H 3.057 3.911 0.059 0.1 -0.1 0.0
H 3.671 2.269 0.390 -0.2 0.1 -0.1
H 1.005 3.019 -0.993 0.1 -0.1 0.2
H 1.641 1.352 -0.830 -0.2 1.0 0.1
H -1.912 2.883 4.638 -0.1 -0.2 0.1
H -3.410 1.990 4.355 0.2 0.0 -0.1
H -2.557 0.947 6.203 0.0 -0.2 0.0
H -2.164 -0.165 4.871 0.0 0.1 0.1
H -0.216 1.752 6.284 0.0 -0.1 -0.1
H -0.425 0.026 6.592 0.0 0.2 0.0
H 1.367 -0.184 5.239 -0.1 0.0 -0.1
H 0.150 -0.204 3.963 0.0 0.2 0.1
H 1.779 2.223 4.920 0.2 -0.2 0.0
H 2.069 1.294 3.427 -0.1 0.0 0.2
H 0.997 3.273 2.772 -0.1 0.1 0.5
H -0.169 3.229 4.121 0.2 -0.1 -0.2
```
Forces are in eV/Å.

Calculated values
**Lowest unoccupied orbital energy**: 1.2 eV
**Gap between HOMO and LUMO**: 3.84 eV
**DFT total energy**: -1457.3719 Ha
**HOMO**: -2.69 eV
**Total charge**: -1
**Energy relative to the best compared isomer or geometry (same formula, charge and spin)**: 0.00 kJ/mol


No. 2
Molecular formula: C24H26N4O5
Method: DFT, ωB97M-V with the def2-TZVPD basis set

```
59
Properties=species:S:1:pos:R:3:forces:R:3
C 2.341 1.482 1.376 -0.1 0.1 0.2
O 3.135 1.148 0.268 0.2 -0.2 -0.3
C 3.033 -0.114 -0.244 0.0 -0.1 -0.1
C 3.900 -0.392 -1.301 0.1 0.1 -0.1
C 3.908 -1.647 -1.889 -0.2 0.0 0.3
O 4.724 -2.016 -2.907 -0.2 -0.2 0.1
C 5.632 -1.072 -3.421 0.1 0.2 -0.1
C 3.034 -2.629 -1.418 -0.1 0.0 0.1
C 2.155 -2.337 -0.394 0.7 0.1 -0.3
C 1.237 -3.413 0.054 0.1 0.1 0.0
O 1.561 -4.568 0.203 0.0 0.0 -0.1
N -0.049 -3.031 0.383 -0.6 -0.2 0.4
N -0.670 -1.882 -0.089 0.2 -0.3 -0.2
C -1.386 -1.143 0.807 -0.4 0.7 0.3
C -2.080 -0.037 0.456 0.2 -0.5 0.2
C -2.944 0.616 1.495 0.1 -0.3 -0.2
O -3.797 -0.031 2.075 -0.1 -0.2 0.2
N -2.753 1.936 1.719 -0.1 0.3 0.1
C -1.603 2.706 1.315 0.5 0.0 0.0
C -0.777 3.084 2.548 -0.1 0.1 -0.3
N -1.603 3.828 3.478 0.0 -0.1 0.0
C -0.838 4.340 4.593 0.0 0.0 0.0
C -2.721 3.008 3.911 -0.2 0.1 -0.2
C -3.566 2.623 2.700 -0.3 -0.1 0.4
C -2.102 0.356 -0.929 0.2 -0.1 -0.3
C -2.862 1.431 -1.410 0.0 0.0 0.0
C -2.850 1.757 -2.746 0.0 0.0 0.1
C -2.084 1.023 -3.649 0.1 -0.1 0.0
C -1.352 -0.054 -3.205 0.0 -0.1 0.0
C -1.355 -0.402 -1.851 -0.3 0.4 -0.1
C -0.615 -1.597 -1.455 0.1 -0.4 -0.1
O 0.000 -2.325 -2.206 -0.2 0.0 -0.1
C 2.150 -1.080 0.211 0.0 0.2 0.2
H 2.594 2.512 1.622 -0.1 -0.1 0.0
H 2.560 0.842 2.237 0.0 0.0 0.0
H 1.273 1.419 1.139 0.0 0.0 0.0
H 4.555 0.401 -1.621 0.1 0.1 -0.1
H 6.343 -0.741 -2.657 0.0 0.0 0.0
H 6.170 -1.586 -4.216 0.0 0.1 0.1
H 5.114 -0.202 -3.837 0.0 0.0 0.0
H 3.034 -3.606 -1.871 0.0 -0.1 -0.1
H -0.671 -3.818 0.557 0.1 0.2 -0.2
H -1.374 -1.509 1.823 0.0 0.0 0.0
H -0.994 2.137 0.612 -0.1 0.1 0.0
H -1.946 3.625 0.828 0.1 -0.1 0.0
H 0.061 3.714 2.242 0.0 0.0 0.0
H -0.371 2.164 3.011 0.0 0.0 0.0
H -0.049 4.988 4.216 0.1 0.0 0.1
H -1.495 4.928 5.232 0.0 0.0 0.1
H -0.381 3.542 5.198 0.0 0.0 0.0
H -3.329 3.587 4.609 0.0 0.0 0.0
H -2.378 2.091 4.423 0.0 0.0 0.0
H -4.378 1.956 2.992 0.1 0.1 -0.1
H -3.973 3.529 2.240 0.0 0.0 0.1
H -3.474 1.993 -0.721 0.0 0.1 0.1
H -3.444 2.587 -3.100 -0.1 0.1 0.0
H -2.077 1.291 -4.694 0.0 0.0 -0.1
H -0.767 -0.660 -3.879 0.0 0.0 -0.1
H 1.488 -0.887 1.041 -0.1 0.1 0.1
```
Forces are in eV/Å.

Calculated values
**Lowest unoccupied orbital energy**: 0.2 eV
**Gap between HOMO and LUMO**: 8.59 eV
**DFT total energy**: -1525.3823 Ha
**SMILES string**: COc1cc(OC)cc(C(=O)Nn2cc(C(=O)N3CCN(C)CC3)c3ccccc3c2=O)c1
**HOMO**: -8.34 eV
**Energy relative to the best compared isomer or geometry (same formula, charge and spin)**: 335.88 kJ/mol